[1]
DFT (ωB97M-V/def2-TZVPD) results for a structure of composition C36H37GeN5Pt.

The geometry in ORCA input format:
```
! RIJCOSX wB97M-V def2-TZVPD def2/J DEFGRID3
* xyz 0 3
Pt -0.1703 0.6519 1.3154
C -4.1618 1.6049 2.8717
C -4.3922 0.4352 3.6249
C -3.3858 -0.4745 3.7670
C -2.1193 -0.2453 3.1723
N -1.9599 0.8536 2.3506
C -2.9454 1.7353 2.2427
C -0.9623 -1.0348 3.3816
C -0.9416 -2.2116 4.1655
C 0.2235 -2.8846 4.3831
C 1.4207 -2.3684 3.8443
C 1.3544 -1.2437 3.0627
N 0.2199 -0.5919 2.7978
H -4.9228 2.3634 2.7790
H -5.3571 0.2656 4.0801
H -3.5563 -1.3811 4.3240
H -2.7472 2.6016 1.6173
H -1.8695 -2.5775 4.5751
H 0.2430 -3.7939 4.9654
H 2.3636 -2.8545 4.0292
H 2.2531 -0.8377 2.6134
C 1.5692 0.3101 0.3975
Ge 1.6911 -1.2852 -0.6662
C 3.5632 -1.7481 -1.1647
C 4.0293 -3.0491 -1.2816
C 5.3556 -3.3053 -1.5839
C 6.2300 -2.2567 -1.8113
C 5.7686 -0.9530 -1.7421
C 4.4497 -0.7067 -1.4091
C 0.6080 -2.7283 0.1778
C -0.7316 -2.4303 0.3956
C -1.5998 -3.3577 0.9366
C -1.1359 -4.6188 1.2700
C 0.2026 -4.9192 1.0951
C 1.0679 -3.9774 0.5644
C 0.7307 -0.9587 -2.3942
C 1.0834 0.1547 -3.1478
C 0.3973 0.4883 -4.3015
C -0.6709 -0.2902 -4.7187
C -1.0214 -1.4155 -3.9900
C -0.3194 -1.7475 -2.8427
H 2.5044 0.7799 0.7042
H 3.3464 -3.8738 -1.1449
H 5.7046 -4.3270 -1.6375
H 7.2671 -2.4559 -2.0401
H 6.4380 -0.1267 -1.9381
H 4.0923 0.3128 -1.3384
H -1.0969 -1.4446 0.1205
H -2.6385 -3.1011 1.0983
H -1.8141 -5.3629 1.6651
H 0.5770 -5.8959 1.3708
H 2.1137 -4.2228 0.4553
H 1.9069 0.7701 -2.8104
H 0.6908 1.3583 -4.8753
H -1.2307 -0.0177 -5.6033
H -1.8487 -2.0327 -4.3140
H -0.5989 -2.6279 -2.2794
C -0.4769 5.8415 -0.2035
C 0.5771 4.9783 0.4811
N 0.0397 3.6474 0.6107
C -0.7241 3.0545 -0.3424
N -0.9134 1.7758 -0.2277
C -1.8032 1.0707 -1.1280
C -2.8262 2.0081 -1.7541
C -2.0790 3.1953 -2.3418
N -1.3210 3.8361 -1.2874
C -0.8453 5.1808 -1.5258
H -0.1049 6.8509 -0.3759
H -1.3616 5.8969 0.4325
H 0.8038 5.3574 1.4806
H 1.5068 4.9826 -0.1076
H 0.5024 2.9602 1.2143
H -2.3139 0.2829 -0.5633
H -1.2019 0.5930 -1.9082
H -3.5177 2.3599 -0.9857
H -3.3901 1.4865 -2.5269
H -2.7839 3.9256 -2.7499
H -1.4198 2.8557 -3.1527
H -1.6438 5.7385 -2.0239
H 0.0291 5.1720 -2.1935
*
```

HOMO (spin up / spin down)	-4.89 / -7.83	eV
LUMO level (spin up / spin down)	0.455 / 0.379	eV
energy above the lowest of the compared OMol25 structures with the same formula, charge and spin	0.0	kcal/mol
E	-3864.00751	hartree
molar mass	807.4	g/mol
HOMO-LUMO gap (spin up / spin down)	5.3410 / 8.2087	eV

[2]
DFT (ωB97M-V/def2-TZVPD) results for a structure of composition C36H37MnNP2S.

The geometry in ORCA input format:
```
! RIJCOSX wB97M-V def2-TZVPD def2/J DEFGRID3
* xyz 2 4
Mn 0.0932 0.1215 -0.5846
C -1.9860 -0.1482 0.4660
C -1.9831 -0.3912 -0.9213
C -2.5501 0.5643 -1.9619
C -1.5348 1.5263 -2.6080
C -0.3617 1.8739 -1.7175
C -0.5545 2.2100 -0.3416
C -1.8931 2.3793 0.3381
C -2.3942 1.1233 1.1127
C 2.0206 -0.1777 -0.8533
H -2.0131 -1.0276 1.1186
H -2.0189 -1.4586 -1.2052
H -3.4091 1.1506 -1.5829
H -2.9731 -0.0799 -2.7529
H -1.1533 1.0424 -3.5179
H -2.0523 2.4300 -2.9822
H 0.5323 2.2460 -2.2239
H 0.2720 2.7099 0.1795
H -2.6889 2.7651 -0.3150
H -1.7951 3.1604 1.1114
H -1.9999 1.1461 2.1551
H -3.5002 1.1851 1.2583
H 2.2698 -0.9613 -0.0972
H 2.4213 0.8101 -0.5478
H 2.3526 -0.4524 -1.8803
P -0.0032 -2.1593 -9.1667
P 1.9098 0.4310 -9.4740
C -0.6489 -0.5704 -9.7435
C 0.1881 0.4637 -10.0524
C -0.7206 -3.3718 -10.3608
C -1.8824 -3.1033 -11.1088
C -2.4535 -4.0990 -11.9057
C -1.8280 -5.3471 -12.0294
C -0.6246 -5.5938 -11.3642
C -0.0696 -4.6103 -10.5333
C -0.9668 -2.3540 -7.6053
C -0.6086 -1.4692 -6.5615
C -1.3068 -1.4927 -5.3525
C -2.3491 -2.4105 -5.1735
C -2.7148 -3.2752 -6.2101
C -2.0409 -3.2345 -7.4337
C 2.7005 1.1308 -11.0040
C 2.6271 0.3227 -12.1546
C 3.0096 0.8347 -13.3935
C 3.5096 2.1329 -13.5104
C 3.6231 2.9196 -12.3631
C 3.2170 2.4366 -11.1139
C 2.0572 1.8270 -8.2931
C 3.2175 1.9074 -7.4963
C 3.4380 3.0214 -6.6856
C 2.4818 4.0423 -6.6354
C 1.2958 3.9292 -7.3723
C 1.0768 2.8178 -8.1923
H -1.7456 -0.4515 -9.7283
H -0.1592 1.3302 -10.6172
H -2.3580 -2.1253 -11.0395
H -3.4054 -3.9210 -12.4073
H -2.2957 -6.1390 -12.6285
H -0.1354 -6.5690 -11.4675
H 0.8598 -4.8232 -9.9897
H 0.1842 -0.7416 -6.7392
H -1.0343 -0.7888 -4.5604
H -2.8811 -2.4362 -4.2216
H -3.5439 -3.9745 -6.0771
H -2.3820 -3.8448 -8.2758
H 2.1948 -0.6820 -12.0778
H 2.9020 0.2174 -14.2846
H 3.8146 2.5276 -14.4821
H 4.0172 3.9316 -12.4399
H 3.2400 3.0979 -10.2445
H 3.9572 1.1037 -7.5395
H 4.3533 3.0925 -6.0945
H 2.6588 4.9170 -6.0096
H 0.5423 4.7125 -7.3128
H 0.1674 2.7287 -8.7824
S 0.7503 -0.1557 4.0942
C 0.5893 0.0048 2.5253
N 0.4752 0.1146 1.3368
*
```

HOMO (spin up / spin down)	-13.13 / -13.09	eV
LUMO level (spin up / spin down)	-7.275 / -8.095	eV
E	-3679.88437	hartree
molar mass	632.7	g/mol
HOMO-LUMO gap (spin up / spin down)	5.8524 / 4.9950	eV

[3]
DFT (ωB97M-V/def2-TZVPD) results for a structure of composition C36H37N4NiP2S.

The geometry in ORCA input format:
```
! RIJCOSX wB97M-V def2-TZVPD def2/J DEFGRID3
* xyz 1 1
Ni -0.3145 0.4084 0.1870
C 4.5431 -1.3729 1.8518
C 3.9281 -2.7175 1.4797
N 3.1194 -2.6643 0.2716
C 1.8313 -2.2573 0.2499
S 0.8915 -2.4314 -1.1712
N 1.3175 -1.8341 1.3935
N 0.1413 -1.2163 1.3122
C -0.8284 -1.6470 2.0453
C -0.7203 -2.9348 2.7894
C -1.9287 -0.7068 2.2275
C -3.1210 -1.0108 2.8688
C -4.0304 0.0033 3.1182
C -3.7098 1.3024 2.7593
C -2.5231 1.5191 2.0868
N -1.6659 0.5398 1.7923
H 5.1617 -1.4818 2.7453
H 3.7578 -0.6456 2.0626
H 5.1696 -0.9912 1.0431
H 3.2892 -3.0556 2.2961
H 4.7082 -3.4623 1.3251
H 3.4809 -3.0306 -0.5904
H -0.2073 -3.6720 2.1755
H -1.6895 -3.3267 3.0891
H -0.1146 -2.7848 3.6887
H -3.3366 -2.0251 3.1681
H -4.9725 -0.2198 3.6023
H -4.3608 2.1337 2.9901
H -2.2445 2.5146 1.7834
C 0.4424 1.8454 -2.7678
C -0.5978 2.7831 -2.1877
P -1.6413 1.8304 -1.0257
C -2.8814 3.0672 -0.5544
C -4.2497 2.8570 -0.6787
C -5.1381 3.8611 -0.3143
C -4.6684 5.0579 0.2058
C -3.3025 5.2532 0.3798
C -2.4126 4.2575 0.0116
C -2.4616 0.6458 -2.1336
C -3.3046 1.0616 -3.1673
C -3.8902 0.1273 -4.0050
C -3.6330 -1.2281 -3.8286
C -2.7949 -1.6533 -2.8091
C -2.2174 -0.7198 -1.9595
P 1.2858 0.8524 -1.4521
C 2.5625 0.1289 -2.5259
C 3.9031 0.4730 -2.4388
C 4.8074 -0.0296 -3.3686
C 4.3780 -0.8814 -4.3713
C 3.0365 -1.2442 -4.4473
C 2.1340 -0.7438 -3.5283
C 2.1261 2.1435 -0.4688
C 2.0281 2.0863 0.9238
C 2.6331 3.0503 1.7193
C 3.3400 4.0856 1.1272
C 3.4332 4.1620 -0.2572
C 2.8337 3.1971 -1.0509
H 1.2057 2.3866 -3.3260
H -0.0215 1.1299 -3.4495
H -1.2322 3.2353 -2.9499
H -0.1108 3.5823 -1.6252
H -4.6294 1.9187 -1.0611
H -6.2030 3.7073 -0.4322
H -5.3627 5.8397 0.4853
H -2.9339 6.1744 0.8122
H -1.3479 4.4027 0.1638
H -3.5056 2.1169 -3.3177
H -4.5460 0.4545 -4.8013
H -4.0929 -1.9534 -4.4877
H -2.5848 -2.7065 -2.6750
H -1.5622 -1.0712 -1.1700
H 4.2556 1.1305 -1.6553
H 5.8508 0.2512 -3.3056
H 5.0852 -1.2646 -5.0955
H 2.6975 -1.9213 -5.2202
H 1.0944 -1.0426 -3.5799
H 1.4974 1.2680 1.3987
H 2.5610 2.9882 2.7975
H 3.8177 4.8370 1.7426
H 3.9855 4.9703 -0.7188
H 2.9135 3.2693 -2.1297
*
```

HOMO (spin up / spin down)	-9.59 / -9.58	eV
LUMO level (spin up / spin down)	-3.403 / -3.474	eV
energy above the lowest of the compared OMol25 structures with the same formula, charge and spin	27.2	kcal/mol
E	-4202.07195	hartree
molar mass	678.4	g/mol
HOMO-LUMO gap (spin up / spin down)	6.1914 / 6.1104	eV

[4]
DFT (ωB97M-V/def2-TZVPD) results for a structure of composition C36H37N4OPS2ScSe2Te.

The geometry in ORCA input format:
```
! RIJCOSX wB97M-V def2-TZVPD def2/J DEFGRID3
* xyz 1 1
Sc -0.1092 -0.3675 0.0112
C 3.7969 -1.3099 4.0947
S 4.2638 -0.3544 2.6368
C 2.7827 -0.1398 1.7313
S 1.2691 -0.7862 2.2354
N 3.0365 0.5420 0.6481
N 1.9362 0.7407 -0.1487
C 2.1198 1.5776 -1.0914
C 1.0416 1.7997 -2.0489
C 1.1278 2.7908 -3.0099
C 0.0399 3.0192 -3.8372
C -1.0956 2.2418 -3.6804
C -1.0915 1.2527 -2.7118
N -0.0464 1.0288 -1.9179
H 4.2606 -0.8359 4.9564
H 2.7163 -1.3090 4.2181
H 4.1561 -2.3314 3.9967
H 3.0630 2.1078 -1.1715
H 2.0305 3.3840 -3.0849
H 0.0749 3.7998 -4.5870
H -1.9761 2.3949 -4.2895
H -1.9560 0.6229 -2.5447
Se -0.3965 2.3916 1.0401
P -2.4864 1.9210 1.0622
Se -2.7915 -0.0825 0.2697
C -3.4857 3.1074 0.1252
C -4.2843 2.7429 -0.9514
C -5.0378 3.7094 -1.6118
C -4.9926 5.0316 -1.1972
C -4.1935 5.3976 -0.1193
C -3.4430 4.4401 0.5404
C -3.1743 1.9850 2.7364
C -4.5234 1.6650 2.9103
C -5.0880 1.7143 4.1728
C -4.3096 2.0821 5.2668
C -2.9710 2.3978 5.0959
C -2.3975 2.3498 3.8283
H -4.3258 1.7084 -1.2681
H -5.6657 3.4235 -2.4463
H -5.5840 5.7801 -1.7093
H -4.1596 6.4293 0.2064
H -2.8164 4.7264 1.3783
H -5.1273 1.3787 2.0563
H -6.1342 1.4695 4.3075
H -4.7529 2.1233 6.2545
H -2.3679 2.6840 5.9486
H -1.3515 2.5900 3.6875
O -1.0833 -1.7851 -1.7597
C -2.0820 -2.8210 -1.5740
C -1.4470 -4.1901 -1.4721
C -0.3475 -4.2539 -0.4062
C -0.8330 -3.8769 0.9598
C -1.2041 -4.8647 1.8652
C -1.6996 -4.5112 3.1068
C -1.8225 -3.1658 3.4108
C -1.4372 -2.2439 2.4613
N -0.9423 -2.5724 1.2604
H -0.8043 -1.7860 -2.6827
H -2.8060 -2.7711 -2.3870
H -2.5989 -2.5703 -0.6558
H -1.0204 -4.4796 -2.4370
H -2.2405 -4.9100 -1.2489
H 0.4451 -3.5687 -0.6858
H 0.0833 -5.2555 -0.3835
H -1.0956 -5.9045 1.5837
H -1.9871 -5.2713 3.8229
H -2.2080 -2.8285 4.3632
H -1.5304 -1.1862 2.6682
C 3.2082 -3.0074 -0.0678
Te 2.3596 -1.8292 -1.6309
C 2.1001 -3.6618 -2.6892
C 2.5942 -4.7593 -1.7746
C 2.5064 -6.0947 -2.1695
C 2.9320 -7.1061 -1.3258
C 3.4521 -6.7908 -0.0737
C 3.5444 -5.4678 0.3222
C 3.1198 -4.4433 -0.5248
H 2.6427 -2.8303 0.8457
H 4.2318 -2.6744 0.0891
H 2.6830 -3.5929 -3.6059
H 1.0534 -3.8056 -2.9604
H 2.0994 -6.3392 -3.1454
H 2.8620 -8.1393 -1.6420
H 3.7874 -7.5780 0.5894
H 3.9478 -5.2194 1.2977
*
```

HOMO	-10.36	eV
LUMO level	-3.204	eV
energy above the lowest of the compared OMol25 structures with the same formula, charge and spin	2.7	kcal/mol
E	-8657.63774	hartree
molar mass	967.3	g/mol
HOMO-LUMO gap	7.1578	eV

[5]
DFT (ωB97M-V/def2-TZVPD) results for a structure of composition C36H37N9O3STc.

The geometry in ORCA input format:
```
! RIJCOSX wB97M-V def2-TZVPD def2/J DEFGRID3
* xyz 4 4
Tc 0.3947 0.1251 -0.3334
C -0.7833 -2.0456 3.2946
C -0.8996 -1.3611 1.9580
N -0.0013 -0.4549 1.6174
N 0.7781 0.0472 2.6675
C 1.5704 1.1360 2.6628
N 2.1196 1.4832 3.7866
S 2.6042 0.9444 0.1124
C -2.0889 -1.6443 1.1063
C -3.1453 -2.2863 1.7350
C -4.5774 -2.2933 1.5332
C -5.2635 -1.4019 0.7800
C -3.4433 -1.2890 -0.9061
N -2.1541 -1.2054 -0.2509
H 0.2616 -2.1501 3.5890
H -1.1552 -3.0634 3.2448
H -1.3377 -1.5292 4.0825
H 0.6312 -0.3884 3.5701
H 2.0637 0.9380 4.6388
H 2.7842 2.2528 3.7701
H -2.8773 -2.8358 2.6229
H -5.1312 -2.9956 2.1430
H -6.3460 -1.3683 0.7892
H -3.3111 -0.7602 -1.8559
C 4.2567 2.7721 1.3896
O 2.8917 2.9490 1.8971
C 1.9420 2.0648 1.4474
N 3.9611 0.3727 0.7333
C 4.7633 1.3381 1.5196
C 4.8962 0.8388 2.9594
C 5.4151 1.6884 3.9323
C 5.5300 1.2568 5.2488
C 5.1343 -0.0259 5.6007
C 4.6451 -0.8859 4.6265
C 4.5243 -0.4565 3.3095
C 0.7025 2.7712 0.9168
C 0.3809 4.1017 1.1246
C -0.8271 4.5681 0.6184
C -1.7238 3.6928 -0.0025
C -1.3451 2.3786 -0.1573
N -0.1172 1.9713 0.2337
C -2.2632 1.2336 -0.4967
N -1.6350 0.0840 -0.4271
C -4.3879 -0.4622 0.0342
C -4.7557 0.8325 -0.6362
O -3.4937 1.6104 -0.7222
C -3.8943 -2.6820 -1.2730
C -5.2348 -2.8386 -1.7360
C -5.7316 -4.0875 -2.1009
C -4.8999 -5.1852 -2.0370
C -3.5579 -5.0272 -1.6127
C -3.0616 -3.7756 -1.2380
H 4.8438 3.4623 1.9847
H 4.2828 3.1028 0.3503
H 5.7545 1.3205 1.0476
H 5.7692 2.6806 3.6809
H 5.9489 1.9196 5.9941
H 5.2385 -0.3631 6.6232
H 4.3873 -1.9045 4.8871
H 4.1811 -1.1467 2.5478
H 1.0591 4.7487 1.6641
H -1.0967 5.6088 0.7462
H -2.7005 4.0244 -0.3267
H -3.7408 -0.1094 0.8508
H -5.4218 1.4689 -0.0591
H -5.1230 0.7441 -1.6570
H -5.8771 -1.9713 -1.8469
H -6.7520 -4.1837 -2.4464
H -5.2592 -6.1652 -2.3231
H -2.9084 -5.8928 -1.5784
H -2.0322 -3.6839 -0.9180
N 0.7338 0.4114 -2.2929
C 0.9805 0.6104 -3.4239
N 1.2535 0.8206 -4.6488
C 2.5776 1.3621 -5.0925
C 3.1565 0.4198 -6.1363
O 2.2351 0.2192 -7.1825
C 1.0671 -0.4269 -6.7377
C 0.3172 0.4631 -5.7585
H 3.2277 1.4552 -4.2244
H 2.3892 2.3472 -5.5193
H 3.4378 -0.5373 -5.6799
H 4.0444 0.8745 -6.5722
H 1.3114 -1.3900 -6.2712
H 0.4431 -0.6081 -7.6111
H -0.5584 -0.0290 -5.3393
H 0.0235 1.3955 -6.2410
*
```

HOMO (spin up / spin down)	-17.78 / -17.76	eV
LUMO level (spin up / spin down)	-11.362 / -14.201	eV
energy above the lowest of the compared OMol25 structures with the same formula, charge and spin	198.1	kcal/mol
E	-2589.90516	hartree
molar mass	773.8	g/mol
HOMO-LUMO gap (spin up / spin down)	6.4171 / 3.5630	eV

[6]
DFT (ωB97M-V/def2-TZVPD) results for a structure of composition C36H37NOsP2S.

The geometry in ORCA input format:
```
! RIJCOSX wB97M-V def2-TZVPD def2/J DEFGRID3
* xyz 2 5
Os -0.0349 -0.6629 1.3355
C -1.0730 -1.4190 -2.7796
C 0.0201 -0.6699 -2.9621
C 0.0173 0.6373 -3.6862
C -1.1872 1.5691 -3.3481
C -1.7030 1.4791 -1.9317
C -2.5625 0.5542 -1.5005
C -3.3250 -0.3587 -2.4203
C -2.4342 -1.1891 -3.3715
C 0.5888 0.0246 3.1512
H -1.0409 -2.3564 -2.2225
H 1.0250 -1.0912 -2.7960
H 0.0310 0.4470 -4.7752
H 0.9569 1.1500 -3.4545
H -0.8612 2.6062 -3.5247
H -1.9755 1.3811 -4.0967
H -1.4403 2.3254 -1.2877
H -2.8907 0.4968 -0.4534
H -4.0680 0.2048 -3.0178
H -3.8978 -1.0528 -1.7849
H -2.9153 -2.1743 -3.4938
H -2.3857 -0.7501 -4.3792
H 0.3471 -0.7973 3.8397
H 0.1630 0.9554 3.5337
H 1.6797 0.0994 3.0819
P 1.5653 -0.7309 -0.2645
P -0.5426 1.5714 1.2764
C 1.2770 0.9745 -0.8341
C 0.5299 1.9159 -0.1542
C 3.3577 -0.8353 -0.4371
C 3.9775 -0.3320 -1.5980
C 5.3397 -0.5627 -1.7974
C 6.0722 -1.2717 -0.8354
C 5.4699 -1.6889 0.3606
C 4.1100 -1.4538 0.5747
C 1.0593 -2.4891 -0.8325
C -0.1712 -2.9477 -0.3463
C -0.6348 -4.2395 -0.6081
C 0.0911 -5.0440 -1.5066
C 1.3136 -4.5752 -2.0230
C 1.8388 -3.3379 -1.6315
C -0.1791 3.0136 2.3619
C 1.1689 3.3688 2.5573
C 1.4926 4.4732 3.3419
C 0.4877 5.2439 3.9301
C -0.8452 4.8449 3.8053
C -1.1788 3.7212 3.0531
C -2.3717 1.2844 1.6161
C -2.6279 -0.0056 2.0952
C -3.9215 -0.4308 2.3694
C -4.9795 0.4495 2.1241
C -4.7476 1.7316 1.6052
C -3.4409 2.1764 1.3773
H 1.9327 1.3131 -1.6336
H 0.6420 2.9757 -0.4020
H 3.4083 0.2399 -2.3413
H 5.8069 -0.1841 -2.7060
H 7.1262 -1.4908 -1.0231
H 6.0508 -2.2033 1.1285
H 3.6154 -1.7584 1.5081
H -0.8692 -2.2192 0.1478
H -1.5494 -4.5919 -0.1107
H -0.2723 -6.0411 -1.7925
H 1.8898 -5.1928 -2.7167
H 2.8342 -3.0214 -1.9521
H 1.9552 2.7652 2.1040
H 2.5342 4.7398 3.4905
H 0.7306 6.1531 4.4805
H -1.6322 5.4139 4.2928
H -2.2130 3.3891 3.0016
H -1.7908 -0.7438 2.2505
H -4.0655 -1.4425 2.7695
H -5.9926 0.1138 2.3462
H -5.5936 2.3901 1.3861
H -3.2514 3.1919 1.0341
S 2.2501 -4.4533 2.8734
C 1.3143 -3.2358 2.4843
N 0.5956 -2.3401 2.1447
*
```

HOMO (spin up / spin down)	-11.26 / -13.71	eV
LUMO level (spin up / spin down)	-6.475 / -9.804	eV
energy above the lowest of the compared OMol25 structures with the same formula, charge and spin	59.8	kcal/mol
E	-2619.42155	hartree
molar mass	767.9	g/mol
HOMO-LUMO gap (spin up / spin down)	4.7844 / 3.9011	eV

no.,maximum force (eV/A)
1,1.3
2,2.9
3,1.4
4,0.6
5,1.0
6,3.8